Entry from the OMol25 dataset: a 9-piece molecular cluster, C30H84N6O12 overall in a non-equilibrium geometry (ωB97M-V with the def2-TZVPD basis set).

The maximum force is 0.0494 hartree/bohr. For the highest occupied orbital energy, the calculation gives -8.69 eV. The HOMO-LUMO gap is 9.22 eV. For the energy relative to the best compared isomer or geometry (same formula, charge and spin), the calculation gives 904.0 kJ/mol.

Element x y z (Å)
C  15.696552  -8.705186  11.951253
O  15.538959  -10.117355  11.731730
C  16.786643  -10.756601  11.580691
C  17.309592  -11.244280  12.922649
C  18.309754  -10.209941  13.476711
N  18.008247  -12.522957  12.805389
H  14.749527  -8.263371  12.246913
H  16.078587  -8.312226  11.010415
H  16.367296  -8.612202  12.804724
H  16.593963  -11.643205  10.964538
H  17.528532  -10.246325  10.958002
H  16.543648  -11.290268  13.703194
H  19.046331  -9.855819  12.749587
H  18.945645  -10.603034  14.275470
H  17.810298  -9.344244  13.912250
H  18.651295  -12.660033  13.576467
H  17.372715  -13.310249  12.898541
C  8.039364  -6.928675  13.890952
O  8.901315  -8.010122  13.646551
C  9.591801  -8.524462  14.771659
C  10.278427  -7.495766  15.703840
C  11.574166  -6.957289  15.183699
N  10.603349  -8.157465  16.963875
H  7.297317  -7.214683  14.648245
H  7.464145  -6.712886  12.991622
H  8.578601  -6.028031  14.191538
H  8.883575  -9.089520  15.394513
H  10.264587  -9.293978  14.391147
H  9.613799  -6.651135  15.899021
H  11.385580  -6.378756  14.265579
H  12.331037  -7.694066  14.909963
H  12.017486  -6.188832  15.820567
H  9.947706  -8.855822  17.295932
H  11.478016  -8.661788  16.917259
C  15.572933  -8.288866  18.931573
O  15.971184  -9.624073  18.734766
C  17.321284  -9.936457  19.015050
C  18.314356  -9.494458  17.961255
C  18.910364  -8.085968  18.193139
N  17.824233  -9.609683  16.592754
H  15.886610  -7.604552  18.135417
H  15.907370  -7.844710  19.875789
H  14.482912  -8.264305  18.942091
H  17.628679  -9.581123  20.009135
H  17.267570  -11.028569  19.072262
H  19.178260  -10.154526  18.093076
H  19.554311  -7.828534  17.359607
H  19.434957  -8.059557  19.149104
H  18.067955  -7.396413  18.291393
H  17.921857  -10.546352  16.221686
H  16.833685  -9.401568  16.493279
C  20.308845  -7.206572  14.068446
O  20.602812  -5.915384  13.566647
C  21.158101  -5.030202  14.517772
C  21.158162  -3.598491  13.954465
C  19.715556  -3.191088  13.604180
N  21.907512  -3.521134  12.688700
H  19.376420  -7.512294  13.606690
H  20.351575  -7.301244  15.157738
H  21.135110  -7.886660  13.819360
H  20.449263  -4.955730  15.351457
H  22.163914  -5.315654  14.834670
H  21.599680  -2.948304  14.711758
H  19.173008  -3.913075  12.998249
H  19.780338  -2.232432  13.083694
H  19.107993  -2.992285  14.492996
H  22.508405  -4.340886  12.627298
H  21.276352  -3.672900  11.910075
C  12.177749  -3.195541  15.204858
O  13.302524  -2.539192  14.623420
C  14.438709  -2.548622  15.467665
C  15.632940  -1.750787  14.948318
C  16.704805  -1.592397  16.024207
N  15.213675  -0.406447  14.497205
H  12.426141  -4.156590  15.652600
H  11.469754  -3.289060  14.383311
H  11.738450  -2.465982  15.891494
H  14.182598  -2.265227  16.500737
H  14.699972  -3.612355  15.592436
H  16.025548  -2.333004  14.109609
H  16.650842  -0.766934  16.729016
H  17.698533  -1.529449  15.571898
H  16.773967  -2.566334  16.527435
H  14.776380  -0.019753  15.339930
H  14.369705  -0.576014  13.940838
C  19.245707  -3.515543  6.908296
O  19.507485  -3.950902  8.255856
C  18.807269  -5.121308  8.572208
C  19.008855  -5.345799  10.091121
C  18.424438  -6.677780  10.480818
N  18.243663  -4.230274  10.780468
H  19.794647  -2.605148  6.698823
H  18.183275  -3.255093  6.858364
H  19.437180  -4.381837  6.278181
H  17.728836  -4.979244  8.418241
H  19.076031  -6.049772  8.058336
H  20.085080  -5.254092  10.257817
H  17.336120  -6.690786  10.402266
H  18.708725  -6.938144  11.500747
H  18.732001  -7.439080  9.755863
H  18.733278  -3.900263  11.613610
H  18.624503  -3.533538  10.117779
O  15.363617  -5.970019  13.532645
C  16.528476  -6.291235  14.270434
C  16.188918  -6.973618  15.596790
O  15.509841  -8.213348  15.392963
H  15.293855  -5.023337  13.379915
H  17.280906  -6.831364  13.694588
H  16.955973  -5.317695  14.544796
H  15.577545  -6.268957  16.174432
H  17.030171  -7.198012  16.252874
H  14.747460  -8.017457  14.832024
O  13.561397  -4.866131  9.011593
C  14.584240  -3.963647  9.445556
C  14.617859  -3.947660  10.961205
O  15.646238  -3.100498  11.441147
H  13.103974  -4.447181  8.282434
H  15.581135  -4.181826  9.041200
H  14.323875  -2.989680  9.017261
H  14.719655  -4.974079  11.317596
H  13.698519  -3.470116  11.293322
H  16.538757  -3.285115  11.092679
O  12.149882  -10.446638  17.452253
C  13.372348  -10.312392  16.726293
C  13.385332  -11.130384  15.430340
O  13.244165  -12.521503  15.655005
H  12.294113  -11.156262  18.083237
H  13.603531  -9.280711  16.451278
H  14.182942  -10.649958  17.373461
H  14.321100  -10.926021  14.896368
H  12.616689  -10.788289  14.725277
H  12.310075  -12.708096  15.528860

Forces on atoms 1 to 2 (eV/Å):
0.082 -1.312 0.172
-0.152 0.720 -0.245

Atomic partial charges in e from the Mulliken method, atoms 1 to 5: atom 1 (C): 0.36, atom 2 (O): -0.49, atom 3 (C): -0.84, atom 4 (C): 1.69, atom 5 (C): -1.48